The following is a DFT calculation (wB97M-V/def2-TZVPD) of C29H32Cl4IrN5O4Si as an isolated structure.

Values from the calculation:
Total charge: +1
Expectation value of S²: 0.7670
ΔE to the lowest compared entry with this formula, charge and spin, kcal/mol: 57.0
E_HOMO (spin up / spin down), eV: -9.81 / -10.33
2S+1: 2
LUMO (spin up / spin down), eV: -2.50 / -3.77
Gap between HOMO and LUMO (spin up / spin down), Ha: 0.2688 / 0.2413
Total energy, a.u.: -3933.38619

Last column: Mulliken charge in e.
CARTESIAN COORDINATES (ANGSTROEM)
Ir  0.08  -0.98  0.25  1.6779
O  -0.04  -0.43  2.49  -0.5197
C  -1.29  0.03  2.97  -0.8758
C  -2.06  0.60  1.83  0.7138
C  -3.19  1.37  2.06  -0.8913
C  -3.92  1.82  0.98  -0.4073
C  -3.50  1.48  -0.31  -0.9511
C  -2.37  0.71  -0.45  -0.4482
N  -1.66  0.29  0.61  -0.1436
H  0.24  -1.21  2.99  0.2572
H  -1.14  0.79  3.74  0.4121
H  -1.86  -0.79  3.42  0.3791
H  -3.49  1.61  3.07  0.5171
H  -4.80  2.43  1.12  0.4767
H  -4.04  1.82  -1.18  0.5615
H  -2.00  0.41  -1.42  0.5096
Cl  5.24  -5.75  0.49  -0.1608
C  4.38  -4.28  0.45  0.3949
C  5.14  -3.03  0.45  0.4416
Cl  6.84  -3.10  0.47  -0.1668
C  4.50  -1.83  0.43  -0.1416
Cl  5.33  -0.33  0.44  -0.1692
C  3.06  -1.79  0.43  -0.2230
O  2.38  -0.74  0.46  -0.4491
C  2.31  -3.03  0.40  0.3979
O  1.04  -2.95  0.36  -0.5962
C  3.02  -4.27  0.42  -0.1065
Cl  2.08  -5.71  0.41  -0.1612
N  -1.40  -1.75  -4.64  -0.3137
C  -0.09  -1.62  -4.90  0.5452
N  0.34  -1.82  -6.14  -0.3681
N  0.82  -1.29  -3.99  -0.7897
C  0.46  -1.06  -2.77  0.9791
N  0.20  -0.80  -1.67  -0.5738
H  -2.03  -2.12  -5.32  0.2220
H  -1.71  -1.72  -3.68  0.1426
H  -0.28  -2.03  -6.90  0.1988
H  1.32  -1.67  -6.34  0.2427
C  -4.16  -4.53  -1.39  -0.9699
Si  -3.83  -3.96  0.35  -0.1735
C  -5.28  -3.00  1.00  -0.9343
C  -3.42  -5.39  1.45  -0.9423
C  -2.39  -2.84  0.29  1.6557
C  -1.39  -2.13  0.24  -0.7834
H  -5.01  -5.22  -1.42  0.3206
H  -3.29  -5.06  -1.79  0.3179
H  -4.39  -3.69  -2.04  0.2709
H  -6.18  -3.62  1.03  0.3312
H  -5.49  -2.13  0.37  0.2832
H  -5.08  -2.64  2.01  0.2903
H  -4.25  -6.10  1.49  0.3311
H  -3.22  -5.05  2.47  0.2832
H  -2.54  -5.91  1.09  0.3049
C  3.29  7.52  0.23  -1.5036
C  2.79  6.12  0.40  0.5358
C  1.91  5.55  -0.51  -1.0342
C  1.45  4.24  -0.38  0.4306
C  0.50  3.71  -1.42  -1.0513
C  1.90  3.48  0.71  0.5143
C  1.49  2.10  0.90  -0.1315
O  0.75  1.46  0.17  -0.3135
C  2.78  4.04  1.66  1.1976
C  3.28  3.28  2.86  -1.7227
C  3.21  5.35  1.49  -0.8725
H  2.74  8.05  -0.54  0.3607
H  4.34  7.51  -0.07  0.3110
H  3.23  8.08  1.16  0.3757
H  1.57  6.14  -1.35  0.3057
H  0.29  4.49  -2.16  0.4287
H  -0.44  3.40  -0.96  0.1447
H  0.90  2.84  -1.92  0.2245
H  1.89  1.59  1.79  0.1751
H  3.80  2.36  2.58  0.3240
H  2.47  3.01  3.54  0.3451
H  3.99  3.89  3.42  0.3755
H  3.89  5.78  2.21  0.3814

=====

The following is a DFT calculation (wB97M-V/def2-TZVPD) of C29H32CoN10O3SSe as an isolated structure.

Values from the calculation:
Total charge: +2
Expectation value of S²: 3.7566
ΔE to the lowest compared entry with this formula, charge and spin, kcal/mol: 0.0
E_HOMO (spin up / spin down), eV: -11.98 / -11.98
2S+1: 4
LUMO (spin up / spin down), eV: -5.37 / -5.36
Gap between HOMO and LUMO (spin up / spin down), Ha: 0.2431 / 0.2433
Total energy, a.u.: -6079.61918

Last column: Mulliken charge in e.
CARTESIAN COORDINATES (ANGSTROEM)
Co  -0.35  -0.40  0.11  0.4786
C  -4.99  -1.04  1.04  -1.0715
N  -4.15  -0.12  1.81  0.1288
C  -4.60  0.14  3.17  -0.9020
C  -2.96  0.24  1.35  1.0240
O  -2.52  -0.10  0.23  -0.5461
C  -2.09  1.12  2.24  -1.5821
O  -0.89  1.46  1.57  -0.2347
C  -0.89  2.69  0.87  -1.2084
C  -0.54  2.49  -0.60  0.7706
O  -0.34  1.35  -1.05  -0.2840
N  -0.45  3.58  -1.34  0.1326
C  -0.04  3.50  -2.74  -0.9630
C  -0.63  4.94  -0.83  -0.9640
H  -5.99  -0.63  0.93  0.3920
H  -4.55  -1.20  0.06  0.2831
H  -5.06  -2.00  1.56  0.3899
H  -5.69  0.10  3.19  0.3256
H  -4.22  -0.62  3.86  0.3076
H  -4.29  1.12  3.52  0.3437
H  -2.63  2.02  2.55  0.6386
H  -1.81  0.56  3.13  0.5148
H  -1.87  3.17  0.94  0.6111
H  -0.15  3.34  1.33  0.4467
H  0.20  2.47  -2.99  0.2423
H  -0.84  3.86  -3.39  0.3486
H  0.84  4.12  -2.90  0.3527
H  -1.39  4.99  -0.05  0.3412
H  0.31  5.33  -0.43  0.3181
H  -0.94  5.58  -1.65  0.3464
Se  2.23  -3.11  6.79  0.3578
N  2.81  -1.87  5.68  -0.8523
C  2.01  -1.87  4.65  0.9709
C  2.16  -0.98  3.51  0.2074
C  3.17  -0.03  3.40  -0.6115
C  3.24  0.76  2.28  -1.2526
C  2.30  0.58  1.27  -0.1582
N  1.32  -0.32  1.36  0.0352
C  1.23  -1.08  2.46  0.3200
C  0.12  -2.03  2.53  -0.2620
N  -0.74  -2.02  1.50  0.5853
C  -1.75  -2.88  1.50  -0.4553
C  -1.95  -3.80  2.52  -1.1532
C  -1.09  -3.82  3.59  -0.7312
C  -0.02  -2.91  3.61  0.2745
C  0.93  -2.83  4.69  1.0769
N  0.89  -3.57  5.76  -0.8511
H  3.89  0.06  4.21  0.5767
H  4.01  1.51  2.16  0.5050
H  2.35  1.15  0.35  0.4214
H  -2.41  -2.85  0.64  0.5852
H  -2.79  -4.49  2.47  0.5218
H  -1.19  -4.51  4.41  0.5903
N  -2.71  -2.20  -4.10  -0.3904
C  -1.73  -2.46  -3.22  0.3525
C  -1.25  -1.46  -2.34  -0.3652
N  -0.31  -1.74  -1.44  0.7531
C  0.20  -2.98  -1.41  -0.5347
C  -0.25  -3.93  -2.31  -0.6640
N  -1.21  -3.68  -3.19  -0.5848
H  -3.18  -1.32  -4.12  0.1996
H  -3.03  -2.94  -4.70  0.2522
H  -1.61  -0.44  -2.38  0.2478
H  0.97  -3.20  -0.69  0.6012
H  0.16  -4.93  -2.32  0.4380
S  2.49  0.83  -2.23  -0.3548
C  3.76  0.40  -3.26  0.3788
N  3.59  -0.65  -4.12  0.0023
C  4.52  -1.07  -5.01  -0.2508
C  5.72  -0.44  -5.08  -0.6043
C  5.96  0.65  -4.22  -0.1996
C  5.01  1.06  -3.33  -0.6806
H  2.70  -1.12  -4.07  0.1181
H  4.25  -1.91  -5.63  0.4054
H  6.47  -0.77  -5.79  0.3972
H  6.91  1.16  -4.27  0.4057
H  5.17  1.89  -2.67  0.3951

=====

The following is a DFT calculation (wB97M-V/def2-TZVPD) of C29H32F6N3O8PS3Si2W as an isolated structure.

Values from the calculation:
Total charge: +1
Expectation value of S²: 0.7582
ΔE to the lowest compared entry with this formula, charge and spin, kcal/mol: 11.5
E_HOMO (spin up / spin down), eV: -10.40 / -10.58
2S+1: 2
LUMO (spin up / spin down), eV: -3.48 / -3.47
Gap between HOMO and LUMO (spin up / spin down), Ha: 0.2541 / 0.2614
Total energy, a.u.: -4671.81623

Last column: Mulliken charge in e.
CARTESIAN COORDINATES (ANGSTROEM)
W  1.01  0.83  0.14  2.0568
O  -1.88  -0.70  -6.20  -0.5049
C  -2.62  0.10  -5.32  -0.6283
C  -1.83  0.29  -4.06  0.1152
C  -2.41  0.81  -2.91  -1.6501
C  -1.65  0.95  -1.77  -0.5046
N  -0.35  0.63  -1.69  0.6328
C  0.23  0.18  -2.82  0.6046
C  -0.49  -0.02  -4.00  -0.5636
C  1.65  -0.10  -2.75  0.3578
C  2.41  -0.41  -3.87  -0.6258
C  3.74  -0.75  -3.74  0.1449
C  4.58  -1.09  -4.94  -0.9057
O  4.01  -0.68  -6.16  -0.5327
C  4.26  -0.79  -2.45  -1.5769
C  3.47  -0.44  -1.39  -0.4692
N  2.19  -0.08  -1.51  0.6468
H  -2.39  -0.86  -7.00  0.3221
H  -3.59  -0.35  -5.07  0.3700
H  -2.82  1.09  -5.74  0.3268
H  -3.45  1.10  -2.87  0.5326
H  -2.13  1.36  -0.90  0.7694
H  -0.01  -0.43  -4.87  0.6712
H  1.98  -0.38  -4.86  0.8832
H  4.67  -2.18  -5.00  0.3031
H  5.59  -0.70  -4.81  0.4436
H  4.16  0.26  -6.28  0.3181
H  5.29  -1.06  -2.27  0.5160
H  3.89  -0.42  -0.39  0.5305
C  0.44  -2.66  -1.44  -1.2539
Si  0.40  -1.80  0.25  1.2971
C  1.85  -2.42  1.29  -1.3155
C  -1.18  -2.58  1.08  1.6236
C  -0.96  -3.98  1.08  -1.3934
C  -1.87  -4.90  1.55  -0.8920
C  -3.09  -4.47  2.05  -0.9877
C  -3.33  -3.11  2.07  -0.8544
C  -2.41  -2.16  1.60  0.8824
Si  -3.19  -0.49  1.90  0.3510
C  -4.70  -0.21  0.85  -1.2155
C  -3.46  -0.11  3.70  -1.2019
H  0.40  -3.74  -1.27  0.6506
H  1.36  -2.48  -2.00  0.3162
H  -0.42  -2.41  -2.06  0.2724
H  1.69  -3.46  1.60  0.5826
H  1.98  -1.83  2.20  0.1969
H  2.78  -2.39  0.73  0.3082
H  -0.03  -4.38  0.71  0.1332
H  -1.63  -5.95  1.53  0.4354
H  -3.83  -5.17  2.42  0.4141
H  -4.29  -2.78  2.47  0.2897
H  -5.52  -0.85  1.18  0.4297
H  -4.49  -0.46  -0.20  0.2962
H  -5.03  0.83  0.90  0.3874
H  -4.02  -0.92  4.16  0.4940
H  -4.03  0.81  3.84  0.3579
H  -2.51  -0.03  4.24  0.3172
O  1.62  2.35  1.81  -0.5709
S  1.11  1.51  2.90  1.6346
O  2.02  1.13  3.92  -0.6359
O  0.44  0.37  2.15  -0.9363
C  -0.26  2.34  3.67  -0.1026
C  -0.08  2.77  4.97  -0.6314
C  -1.09  3.46  5.62  -0.7025
C  -2.28  3.74  4.96  -0.7664
C  -2.47  3.31  3.66  -0.6141
C  -1.47  2.60  3.01  -0.7170
S  -1.82  2.13  1.35  1.6136
O  -0.60  2.33  0.55  -0.6647
O  -3.00  2.80  0.92  -0.6001
O  -2.02  0.62  1.32  -0.0190
H  0.85  2.55  5.47  0.6064
H  -0.94  3.79  6.64  0.4323
H  -3.06  4.30  5.46  0.4539
H  -3.39  3.53  3.14  0.6170
F  2.63  0.24  0.94  -0.5013
P  5.02  1.83  1.63  1.0902
F  4.79  0.77  2.74  -0.1575
F  5.49  0.64  0.68  -0.3879
F  4.20  2.38  0.42  -0.0744
F  6.41  2.47  1.72  -0.2224
F  4.30  2.89  2.55  -0.3632
S  1.92  5.13  -1.06  -0.3705
C  1.71  3.57  -1.04  0.7065
N  1.56  2.39  -1.06  -0.6219

=====

> Number 3 is which compound?

C29H32F6N3O8PS3Si2W

=====

> Which value of total charge does entry 1 give?

+1